No. 1
7 unconnected molecules or ions with the total composition C44H39BBr2F3O13, computed with wB97M-V/def2-TZVPD.

Net charge: -1
Lowest unoccupied orbital energy: -0.4 eV
Strongest force on any atom: 0.02504 hartree/bohr
M: 1003.4 g/mol
Frontier orbital gap: 5.5 eV

Structure (XYZ):
```
102
C44H39BBr2F3O13 (wB97M-V/def2-TZVPD)
C -3.395 0.268 -1.636
O -2.264 1.108 -1.598
C -1.179 0.648 -0.788
C 0.137 0.703 -1.591
C 1.068 -0.495 -1.342
B 1.564 -1.258 -2.729
C 0.720 -2.631 -3.015
Br 1.269 -4.131 -1.837
C -0.794 -2.462 -2.964
C -1.621 -3.759 -2.951
Br -1.332 -1.401 -4.553
C 3.177 -1.444 -2.795
F 3.791 -0.210 -2.809
F 3.782 -2.077 -1.763
F 3.612 -2.027 -3.947
H -3.681 0.120 -2.678
H -4.243 0.764 -1.159
H -3.222 -0.720 -1.216
H -1.082 1.357 0.042
H -1.351 -0.331 -0.346
H -0.135 0.839 -2.632
H 0.663 1.607 -1.284
H 0.576 -1.265 -0.754
H 1.928 -0.178 -0.755
H 1.289 -0.512 -3.646
H 0.955 -2.948 -4.026
H -1.114 -1.864 -2.124
H -2.066 -3.878 -1.970
H -2.455 -3.632 -3.633
H -1.064 -4.629 -3.266
C 2.185 -3.303 4.057
C 1.253 -2.980 3.163
C 1.352 -1.724 2.377
O 0.508 -1.417 1.568
C 2.524 -0.851 2.618
C 3.453 -1.175 3.513
C 3.357 -2.424 4.302
O 4.204 -2.724 5.121
H 2.135 -4.211 4.645
H 0.390 -3.604 2.967
H 2.574 0.050 2.028
H 4.314 -0.549 3.707
C -1.284 3.616 4.217
C -0.388 2.641 4.343
C 0.713 2.482 3.361
O 1.533 1.593 3.477
C 0.779 3.443 2.235
C -0.118 4.418 2.111
C -1.216 4.580 3.090
O -2.036 5.471 2.982
H -2.096 3.752 4.920
H -0.417 1.927 5.157
H 1.582 3.305 1.531
H -0.089 5.130 1.296
C -1.289 -1.582 -9.182
C -1.312 -2.462 -8.183
C -1.598 -3.898 -8.434
O -1.624 -4.707 -7.533
C -1.854 -4.311 -9.838
C -1.830 -3.429 -10.833
C -1.545 -1.994 -10.582
O -1.523 -1.193 -11.495
H -1.084 -0.532 -9.021
H -1.127 -2.175 -7.155
H -2.059 -5.362 -10.000
H -2.014 -3.710 -11.862
C 0.453 -7.342 2.884
C 1.337 -8.332 2.971
C 2.391 -8.513 1.942
O 3.195 -9.419 2.024
C 2.421 -7.549 0.817
C 1.537 -6.557 0.726
C 0.483 -6.375 1.756
O -0.325 -5.474 1.690
H -0.324 -7.192 3.624
H 1.332 -9.045 3.785
H 3.199 -7.698 0.079
H 1.553 -5.846 -0.095
C 4.003 4.501 3.872
C 4.995 4.697 4.738
C 6.120 5.612 4.426
O 7.024 5.790 5.214
C 6.097 6.303 3.113
C 5.106 6.108 2.247
C 3.980 5.193 2.559
O 3.076 5.020 1.769
H 3.177 3.834 4.082
H 5.030 4.202 5.700
H 6.927 6.966 2.905
H 5.071 6.601 1.284
C -7.672 7.197 3.068
C -7.589 6.222 3.969
C -6.389 5.352 4.052
O -6.316 4.463 4.875
C -5.286 5.613 3.096
C -5.369 6.588 2.196
C -6.567 7.458 2.111
O -6.646 8.350 1.293
H -8.538 7.842 2.989
H -8.383 6.016 4.676
H -4.419 4.972 3.173
H -4.573 6.792 1.491
```

=====

No. 2
A molecular structure, C44H39Cl2CsF7N5O4Sb, computed with wB97M-V/def2-TZVPD.

Expectation value of S²: 0.794
Net charge: -2
Spin multiplicity: 2
Lowest unoccupied orbital energy (alpha / beta): 3.3 / 2.1 eV
Strongest force on any atom: 0.03940 hartree/bohr
Energy above the lowest of the compared OMol25 structures with the same formula, charge and spin: 34.1 kJ/mol
M: 1160.4 g/mol
Frontier orbital gap (alpha / beta): 4.9 / 3.7 eV

Structure (XYZ):
```
103
C44H39Cl2CsF7N5O4Sb (wB97M-V/def2-TZVPD)
Cs -0.419 -0.852 -1.346
C -3.616 2.723 1.898
C -2.614 2.034 1.188
N -2.359 0.759 1.346
C -3.092 0.044 2.234
C -4.129 0.643 2.999
C -4.367 2.022 2.795
C -4.869 -0.116 3.934
C -4.543 -1.443 4.097
C -3.517 -2.056 3.381
C -2.754 -1.370 2.413
N -1.815 -1.898 1.635
C -1.066 -2.966 2.002
C -0.681 -3.281 3.306
C 0.265 -4.280 3.585
C 0.847 -5.026 2.597
C 0.463 -4.787 1.256
C 1.027 -5.499 0.173
C 0.617 -5.242 -1.101
C -0.365 -4.252 -1.294
N -0.891 -3.551 -0.322
C -0.491 -3.788 0.952
H -3.776 3.781 1.723
H -2.015 2.563 0.453
H -5.153 2.506 3.365
H -5.663 0.354 4.503
H -5.105 -2.042 4.808
H -3.306 -3.105 3.544
H -1.081 -2.690 4.121
H 0.559 -4.441 4.618
H 1.610 -5.764 2.810
H 1.814 -6.218 0.371
H 1.062 -5.744 -1.949
H -0.725 -4.025 -2.297
C 4.391 3.511 -0.748
C 4.584 2.045 -0.351
C 4.025 1.093 -1.408
C 4.083 1.755 1.053
C 5.012 1.445 2.036
C 4.624 1.147 3.333
C 3.282 1.137 3.658
C 2.305 1.458 2.720
C 0.841 1.280 3.089
C 0.402 2.202 4.227
C 0.570 -0.180 3.456
C 2.724 1.806 1.422
N 1.789 2.165 0.435
C 1.156 3.338 0.557
C 1.471 4.362 1.491
C 0.796 5.562 1.484
C -0.216 5.799 0.553
C -0.550 4.831 -0.388
C 0.127 3.636 -0.380
F -0.207 2.694 -1.258
H 4.881 3.706 -1.706
H 4.815 4.188 -0.001
H 3.333 3.755 -0.865
H 5.661 1.861 -0.307
H 2.949 1.210 -1.528
H 4.236 0.059 -1.146
H 4.501 1.289 -2.374
H 6.058 1.391 1.760
H 5.367 0.871 4.072
H 2.972 0.838 4.653
H 0.226 1.501 2.217
H 0.998 2.021 5.126
H -0.645 2.010 4.475
H 0.500 3.257 3.965
H 1.118 -0.466 4.358
H 0.863 -0.857 2.653
H -0.494 -0.330 3.641
H 2.271 4.175 2.194
H 1.056 6.328 2.204
H -0.748 6.742 0.558
H -1.333 4.983 -1.119
Cl 0.458 -1.213 -6.072
C 1.195 -0.120 -4.874
Cl 1.898 -0.996 -3.511
H 0.405 0.532 -4.509
H 1.993 0.412 -5.376
F 2.571 -2.661 -0.241
Sb 4.358 -3.258 -0.457
F 4.965 -1.824 0.626
F 4.518 -2.152 -1.991
F 6.154 -3.830 -0.680
F 3.774 -4.686 -1.558
F 4.193 -4.370 1.065
O -1.507 1.006 -4.022
C -2.181 -0.048 -4.046
O -2.107 -1.019 -3.263
C -3.193 -0.169 -5.186
C -3.043 0.607 -6.329
C -3.927 0.493 -7.394
C -4.992 -0.389 -7.322
C -5.133 -1.142 -6.168
C -4.254 -1.061 -5.103
N -6.274 -2.075 -6.086
O -6.516 -2.592 -5.017
O -6.927 -2.268 -7.100
H -2.215 1.302 -6.359
H -3.789 1.095 -8.284
H -5.701 -0.503 -8.128
H -4.366 -1.684 -4.226
```

=====

No. 3
A molecular structure, C44H39N5O5SiTb, computed with wB97M-V/def2-TZVPD.

Expectation value of S²: 12.675
Net charge: +1
Spin multiplicity: 7
Lowest unoccupied orbital energy (alpha / beta): -2.8 / -2.7 eV
Strongest force on any atom: 0.06047 hartree/bohr
Energy above the lowest of the compared OMol25 structures with the same formula, charge and spin: 41.1 kJ/mol
M: 904.8 g/mol
Frontier orbital gap (alpha / beta): 8.2 / 8.2 eV

Structure (XYZ):
```
95
C44H39N5O5SiTb (wB97M-V/def2-TZVPD)
Tb -0.450 -0.345 -1.210
C -3.803 -0.545 -2.337
C -4.057 0.292 -1.071
C -3.622 -0.367 0.214
C -4.544 -0.864 1.128
C -4.098 -1.344 2.350
C -2.743 -1.270 2.636
C -1.882 -0.788 1.665
N -2.303 -0.377 0.460
N -2.565 -0.155 -3.042
C -2.752 1.160 -3.688
C -2.073 2.310 -2.986
C -2.503 3.609 -3.227
C -1.823 4.665 -2.643
C -0.727 4.375 -1.848
C -0.372 3.054 -1.654
N -1.027 2.025 -2.205
C -2.275 -1.143 -4.096
C -2.007 -2.524 -3.561
C -2.382 -3.633 -4.310
C -2.102 -4.898 -3.821
C -1.480 -4.998 -2.585
C -1.159 -3.838 -1.900
N -1.397 -2.612 -2.373
H -4.660 -0.441 -3.018
H -3.735 -1.600 -2.061
H -5.119 0.524 -1.000
H -3.510 1.234 -1.155
H -5.598 -0.863 0.897
H -4.794 -1.748 3.069
H -2.357 -1.575 3.596
H -0.817 -0.692 1.867
H -3.818 1.387 -3.808
H -2.324 1.132 -4.696
H -3.356 3.786 -3.864
H -2.143 5.681 -2.803
H -0.153 5.152 -1.371
H 0.462 2.797 -1.021
H -1.376 -0.818 -4.637
H -3.108 -1.198 -4.816
H -2.880 -3.499 -5.260
H -2.369 -5.779 -4.384
H -1.241 -5.958 -2.159
H -0.698 -3.888 -0.923
O 0.252 -1.978 0.010
C 1.300 -2.059 -0.694
O 1.379 -1.468 -1.803
C 2.388 -2.963 -0.206
C 2.089 -3.844 0.833
C 3.041 -4.733 1.289
C 4.304 -4.724 0.710
C 4.621 -3.843 -0.316
C 3.657 -2.965 -0.777
N 5.316 -5.643 1.203
O 4.998 -6.359 2.125
O 6.398 -5.627 0.663
H 1.109 -3.811 1.285
H 2.821 -5.428 2.084
H 5.615 -3.861 -0.738
H 3.881 -2.270 -1.570
O 0.876 0.942 -0.148
Si 1.339 1.688 1.178
C -0.071 2.844 1.773
C -1.351 2.699 1.246
C -2.390 3.541 1.606
C -2.165 4.543 2.536
C -0.908 4.678 3.104
C 0.128 3.844 2.718
C 2.900 2.749 0.956
C 3.845 2.846 1.973
C 4.958 3.657 1.848
C 5.152 4.403 0.697
C 4.232 4.311 -0.333
C 3.126 3.490 -0.200
C 1.604 0.363 2.507
C 0.852 0.284 3.674
C 1.050 -0.746 4.578
C 2.006 -1.716 4.325
C 2.760 -1.655 3.165
C 2.551 -0.627 2.265
H -1.531 1.900 0.527
H -3.371 3.424 1.159
H -2.966 5.207 2.827
H -0.731 5.441 3.848
H 1.110 3.974 3.149
H 3.704 2.269 2.877
H 5.672 3.718 2.657
H 6.025 5.032 0.597
H 4.372 4.892 -1.234
H 2.431 3.423 -1.026
H 0.107 1.041 3.881
H 0.457 -0.798 5.481
H 2.162 -2.520 5.027
H 3.510 -2.407 2.963
H 3.132 -0.580 1.354
```

=====

No. 4
A molecular structure, C44H40BIN11O3Pb, computed with wB97M-V/def2-TZVPD.

Expectation value of S²: 0.768
Net charge: +2
Spin multiplicity: 2
Lowest unoccupied orbital energy (alpha / beta): -6.8 / -7.4 eV
Strongest force on any atom: 0.03995 hartree/bohr
Energy above the lowest of the compared OMol25 structures with the same formula, charge and spin: 15.5 kJ/mol
M: 1115.8 g/mol
Frontier orbital gap (alpha / beta): 5.9 / 5.2 eV

Structure (XYZ):
```
101
C44H40BIN11O3Pb (wB97M-V/def2-TZVPD)
Pb 0.673 -0.059 -1.062
C -1.608 3.247 -3.667
C -1.472 1.929 -3.243
N -0.313 1.761 -2.619
N 0.324 2.933 -2.644
C -0.443 3.854 -3.249
B 1.709 3.139 -1.992
N 2.672 2.035 -2.485
C 3.886 2.228 -3.026
C 4.394 1.009 -3.420
C 3.412 0.094 -3.063
N 2.385 0.723 -2.499
N 1.474 3.046 -0.469
C 1.657 3.992 0.459
C 1.088 3.567 1.644
C 0.561 2.318 1.347
N 0.795 2.018 0.071
N 2.279 4.468 -2.426
C 2.373 4.909 -3.709
C 3.048 6.104 -3.706
C 3.353 6.327 -2.355
N 2.901 5.337 -1.620
H -2.431 3.684 -4.190
H -2.158 1.121 -3.377
H -0.137 4.874 -3.342
H 4.328 3.199 -3.109
H 5.333 0.817 -3.895
H 3.407 -0.971 -3.176
H 2.184 4.892 0.216
H 1.049 4.101 2.569
H 0.023 1.631 1.972
H 1.964 4.349 -4.525
H 3.288 6.731 -4.539
H 3.874 7.145 -1.903
C 0.215 0.146 4.833
O 0.035 -0.989 4.009
C -0.013 -2.219 4.607
C 0.156 -2.438 5.968
C 0.088 -3.716 6.494
C -0.168 -4.806 5.681
C -0.340 -4.605 4.325
C -0.255 -3.331 3.779
N -0.501 -3.184 2.392
C 0.237 -2.476 1.501
N 1.446 -2.122 1.968
C 2.516 -1.362 1.538
C 2.551 -0.452 0.499
C 3.667 0.337 0.316
C 4.793 0.175 1.114
C 4.808 -0.771 2.117
C 3.676 -1.523 2.366
O 3.532 -2.387 3.404
C 4.279 -2.151 4.585
N -0.225 -2.203 0.302
C -1.226 -3.003 -0.207
C -1.069 -4.397 -0.278
C -2.041 -5.204 -0.820
C -3.230 -4.652 -1.291
C -3.409 -3.285 -1.262
C -2.403 -2.459 -0.756
O -2.515 -1.094 -0.594
C -3.010 1.012 0.900
H 0.287 1.001 4.163
H 1.138 0.079 5.412
H -0.636 0.288 5.502
H 0.331 -1.608 6.630
H 0.224 -3.852 7.553
H -0.236 -5.799 6.095
H -0.547 -5.434 3.666
H -1.351 -3.611 2.050
H 1.659 -2.549 2.870
H 3.719 1.067 -0.470
H 5.673 0.757 0.899
H 5.710 -0.937 2.684
H 5.357 -2.192 4.416
H 4.004 -2.945 5.277
H 4.016 -1.181 5.018
H -0.154 -4.818 0.109
H -1.889 -6.271 -0.860
H -4.002 -5.293 -1.682
H -4.343 -2.862 -1.595
H -3.067 2.006 1.331
H -1.997 0.638 1.018
H -3.688 0.356 1.438
I -1.369 -1.886 -3.721
C -3.418 -1.307 -3.558
C -4.241 -1.627 -4.620
C -5.532 -1.113 -4.688
C -5.962 -0.187 -3.760
C -5.146 0.170 -2.691
C -5.559 1.199 -1.771
C -4.741 1.665 -0.826
C -3.388 1.071 -0.581
C -3.228 -0.250 -1.262
C -3.884 -0.474 -2.513
H -3.881 -2.275 -5.404
H -6.168 -1.396 -5.510
H -6.933 0.272 -3.857
H -6.535 1.632 -1.923
H -5.010 2.514 -0.216
H -2.674 1.756 -1.080
```

=====

No. 5
A molecular structure, C44H40F3IrN8O2, computed with wB97M-V/def2-TZVPD.

Expectation value of S²: 8.804
Net charge: +1
Spin multiplicity: 6
Lowest unoccupied orbital energy (alpha / beta): -1.9 / -4.8 eV
Strongest force on any atom: 0.04493 hartree/bohr
Energy above the lowest of the compared OMol25 structures with the same formula, charge and spin: 31.2 kJ/mol
M: 962.1 g/mol
Frontier orbital gap (alpha / beta): 7.4 / 5.7 eV

Structure (XYZ):
```
98
C44H40F3IrN8O2 (wB97M-V/def2-TZVPD)
Ir -0.437 1.627 0.018
C -7.339 -0.584 -0.102
C -5.897 -0.396 0.215
C -5.414 -0.439 1.523
C -4.085 -0.248 1.786
C -3.119 -0.018 0.766
N -1.809 0.071 1.087
C -1.388 -0.550 2.225
C -1.922 -1.821 2.545
C -1.566 -2.511 3.675
C -0.635 -1.987 4.571
C -0.177 -2.768 5.757
C -0.105 -0.735 4.283
C -0.447 -0.018 3.144
N 0.136 1.256 3.029
C 0.278 2.139 4.043
C 1.040 3.186 3.577
C 1.327 2.858 2.253
N 0.773 1.692 1.930
C -3.639 0.125 -0.552
C -4.989 -0.083 -0.792
N -2.858 0.476 -1.666
C -3.061 0.040 -2.933
C -2.265 0.792 -3.763
C -1.610 1.687 -2.913
N -1.973 1.480 -1.653
H -7.831 -1.180 0.659
H -7.468 -1.056 -1.071
H -7.837 0.386 -0.140
H -6.096 -0.594 2.344
H -3.746 -0.199 2.809
H -2.608 -2.271 1.843
H -2.004 -3.480 3.865
H -0.917 -3.511 6.039
H 0.028 -2.122 6.606
H 0.748 -3.294 5.516
H 0.606 -0.290 4.964
H -0.198 1.998 4.990
H 1.341 4.062 4.112
H 1.916 3.397 1.535
H -5.358 0.032 -1.800
H -3.712 -0.777 -3.161
H -2.167 0.714 -4.825
H -0.922 2.470 -3.164
C 3.386 -3.680 -3.173
C 4.418 -2.672 -2.764
C 5.763 -2.845 -3.052
C 6.712 -1.922 -2.641
C 6.324 -0.811 -1.915
C 4.987 -0.613 -1.618
C 4.033 -1.530 -2.051
N 2.672 -1.389 -1.720
C 1.959 -0.246 -1.508
N 2.437 0.841 -2.155
C 2.114 2.185 -2.044
C 1.075 2.625 -1.223
C 0.813 3.993 -1.146
C 1.564 4.896 -1.880
C 2.598 4.441 -2.691
C 2.895 3.096 -2.791
C 4.017 2.630 -3.674
N 0.855 -0.275 -0.814
C 0.542 -1.498 -0.177
C 1.098 -1.776 1.075
C 0.889 -2.998 1.685
C 0.102 -3.955 1.063
C -0.471 -3.673 -0.161
C -0.250 -2.462 -0.809
C -0.787 -2.266 -2.195
H 3.828 -4.453 -3.793
H 2.583 -3.204 -3.732
H 2.953 -4.161 -2.294
H 6.077 -3.722 -3.598
H 7.754 -2.081 -2.872
H 7.059 -0.106 -1.561
H 4.687 0.232 -1.014
H 2.213 -2.247 -1.447
H 3.229 0.644 -2.755
H 0.017 4.369 -0.512
H 1.344 5.951 -1.828
H 3.186 5.155 -3.248
H 4.477 3.481 -4.169
H 3.654 1.952 -4.446
H 4.796 2.127 -3.102
H 1.713 -1.024 1.542
H 1.362 -3.212 2.631
H -0.049 -4.920 1.520
H -1.078 -4.418 -0.654
H -1.868 -2.379 -2.191
H -0.388 -3.038 -2.856
H -0.527 -1.290 -2.595
F -4.248 4.140 3.299
C -3.021 4.331 2.802
F -2.263 4.841 3.790
F -3.110 5.266 1.853
C -2.393 2.984 2.271
O -2.583 1.995 2.951
O -1.751 3.132 1.215
```